{
  "formula": "C4H5NO",
  "method": "ωB97M-V with the def2-TZVPD basis set",
  "relative_energy_ev": 1.974,
  "smiles": "C=C=NCC=O",
  "total_charge": 0,
  "lumo_ev": 0.896,
  "species": ["N", "C", "C", "C", "C", "O", "H", "H", "H", "H", "H"],
  "xyz": [[0.88, 0.86, -0.08], [1.20, -0.31, -0.25], [1.61, -1.54, -0.44], [-1.43, 0.27, 0.67], [-0.52, 1.25, -0.05], [-2.63, 0.32, 0.59], [1.76, -2.21, 0.40], [1.79, -1.90, -1.45], [-0.91, -0.50, 1.29], [-0.60, 2.22, 0.47], [-0.90, 1.40, -1.06]]
}

=====

{
  "formula": "C2H4N4OS",
  "method": "ωB97M-V with the def2-TZVPD basis set",
  "relative_energy_ev": 5.318,
  "total_charge": 0,
  "lumo_ev": -0.177,
  "species": ["C", "C", "H", "H", "H", "H", "N", "N", "N", "N", "O", "S"],
  "xyz": [[-0.74, -0.03, 1.21], [0.43, -0.02, 0.40], [1.35, 0.92, -1.63], [0.42, -1.03, -2.78], [-2.06, 0.16, 2.68], [2.79, -0.61, 0.59], [0.32, 0.21, -2.14], [-0.16, -0.06, -0.89], [-1.41, -0.25, -0.90], [-1.83, -0.13, 0.41], [-1.06, 0.31, 2.52], [1.93, 0.53, 0.55]]
}

=====

{
  "formula": "C6H23NO6",
  "method": "ωB97M-V with the def2-TZVPD basis set",
  "relative_energy_ev": 2.294,
  "smiles": "CN/C=C/CCCO.O.O.O.O.O",
  "total_charge": 0,
  "lumo_ev": 0.262,
  "species": ["C", "O", "C", "C", "C", "C", "N", "C", "H", "H", "H", "H", "H", "H", "H", "H", "H", "H", "H", "H", "H", "H", "H", "O", "H", "H", "O", "H", "H", "O", "H", "H", "O", "H", "H", "O"],
  "xyz": [[1.99, -1.35, -2.34], [1.33, -2.53, -2.77], [2.02, -1.15, -0.85], [0.62, -1.08, -0.17], [-0.27, -0.09, -0.86], [-0.56, 1.05, -0.23], [-1.17, 2.16, -0.88], [-1.88, 3.06, 0.03], [2.95, -1.24, -2.86], [1.45, -0.51, -2.80], [1.40, -3.18, -2.07], [2.60, -1.96, -0.40], [2.48, -0.19, -0.64], [0.22, -2.09, -0.30], [0.76, -0.85, 0.88], [-0.34, -0.12, -1.94], [-0.44, 1.17, 0.84], [-1.71, 1.87, -1.68], [-1.20, 3.75, 0.52], [-2.41, 2.52, 0.81], [-2.56, 3.67, -0.56], [-2.83, 0.39, -0.61], [-4.26, -0.12, 0.03], [-3.73, 0.08, -0.74], [-1.61, -2.02, 2.15], [-2.13, -2.01, 0.73], [-1.50, -2.47, 1.31], [2.83, 3.20, -0.95], [1.93, 2.35, -0.21], [2.83, 2.32, -0.56], [2.06, 0.98, 2.09], [2.55, -0.09, 3.06], [1.78, 0.42, 2.82], [-1.00, -1.20, 4.29], [-0.29, -0.08, 3.55], [-1.15, -0.53, 3.62]]
}

=====

Number 1: Kohn-Sham gap 10.06 eV, maximum force 0.81 eV/A. Number 2: Kohn-Sham gap 9.11 eV, maximum force 5.28 eV/A. Number 3: Kohn-Sham gap 8.47 eV, maximum force 1.96 eV/A.